C31H28N8O5V | ωB97M-V/def2-TZVPD

E_tot ... -2956.318978 a.u.
Lowest unoccupied orbital energy (alpha / beta) ... -3.96 / -4.06 eV
F_max ... 1.04 eV/A
Charge ... +1
2S+1 ... 3
ΔE to the lowest compared entry with this formula, charge and spin ... 150.1 kJ/mol
HOMO-LUMO gap (alpha / beta) ... 6.38 / 6.29 eV

Each line ends with the Löwdin spin population.
Atoms and positions in Å:
V 0.489 0.478 0.675  1.89
O 4.393 -1.027 -0.948  0.00
C 4.223 -2.293 -0.521  0.00
C 5.294 -3.170 -0.702  0.00
C 5.194 -4.480 -0.289  0.00
C 4.029 -4.953 0.319  0.00
C 2.973 -4.095 0.505  0.00
C 3.044 -2.754 0.092  0.00
C 1.893 -1.877 0.287  0.00
O 1.977 -0.618 -0.069  0.01
N 0.798 -2.392 0.835  0.01
N -0.095 -1.401 1.036  0.00
C -1.287 -1.590 1.467  0.02
C -2.089 -0.373 1.634  0.01
C -3.378 -0.388 2.139  0.00
C -4.055 0.813 2.284  0.01
C -3.427 1.995 1.924  0.00
C -2.135 1.935 1.433  0.02
N -1.474 0.786 1.291  0.00
H 3.571 -0.539 -0.760  0.00
H 6.189 -2.791 -1.175  0.00
H 6.032 -5.148 -0.440  0.00
H 3.959 -5.983 0.639  0.00
H 2.058 -4.438 0.967  0.00
H -1.675 -2.579 1.688  0.00
H -3.838 -1.328 2.411  0.00
H -5.062 0.825 2.678  0.00
H -3.920 2.950 2.028  0.00
H -1.597 2.833 1.155  0.00
C 0.035 3.029 -3.597  0.00
N 0.630 3.150 -2.264  0.00
C 1.303 4.265 -1.851  0.01
C 1.849 4.392 -0.617  0.00
C 1.731 3.273 0.258  0.01
O 2.243 3.253 1.438  0.00
N 1.057 2.214 -0.169  0.01
C 0.476 2.108 -1.387  0.01
O -0.176 1.081 -1.609  0.00
H 0.294 3.911 -4.175  0.00
H -1.046 2.945 -3.512  0.00
H 0.421 2.139 -4.086  0.00
H 1.376 5.053 -2.587  0.00
H 2.382 5.280 -0.321  0.00
C 5.487 -2.415 2.958  0.00
C 4.715 -1.755 4.065  0.00
C 5.354 -0.971 5.018  0.00
C 4.638 -0.336 6.021  0.00
C 3.262 -0.496 6.109  0.00
N 2.570 0.188 7.140  0.00
C 1.316 0.752 7.146  0.00
O 0.715 0.955 8.182  0.00
N 0.743 1.099 5.933  0.00
C 1.350 1.308 4.680  -0.01
C 2.647 1.933 4.560  0.00
C 3.201 2.121 3.358  -0.01
C 2.475 1.779 2.128  0.00
N 1.280 1.046 2.290  -0.01
C 0.738 0.905 3.556  0.01
C 2.615 -1.320 5.194  0.00
C 3.335 -1.920 4.174  0.00
H 6.561 -2.312 3.111  0.00
H 5.243 -1.973 1.989  0.00
H 5.254 -3.479 2.894  0.00
H 6.428 -0.840 4.969  0.00
H 5.147 0.300 6.736  0.00
H 2.936 0.100 8.076  0.00
H -0.205 1.414 6.057  0.00
H 3.176 2.218 5.460  0.00
H 4.183 2.558 3.246  0.00
H 3.102 1.350 1.347  0.00
H -0.205 0.375 3.600  0.00
H 1.548 -1.484 5.282  0.00
H 2.817 -2.548 3.456  0.00

C31H29AuN9O2 | ωB97M-V/def2-TZVPD

E_tot ... -1977.601583 a.u.
Lowest unoccupied orbital energy (alpha / beta) ... -4.46 / -4.46 eV
F_max ... 2.23 eV/A
Charge ... +1
HOMO-LUMO gap (alpha / beta) ... 6.43 / 6.43 eV

Each line ends with the Löwdin charge.
Atoms and positions in Å:
Au 0.028 -0.062 0.039  1.35
C -3.786 0.693 2.482  -0.03
C -3.071 -0.613 2.694  -0.20
C -3.782 -1.745 3.078  -0.05
C -3.141 -2.936 3.365  -0.07
C -1.756 -2.997 3.344  -0.05
C -1.009 -1.889 2.970  -0.22
C 0.497 -1.901 3.052  -0.04
C -1.676 -0.713 2.575  -0.22
N -0.898 0.316 2.004  0.04
C -0.880 1.621 2.372  -0.48
O -1.317 2.087 3.403  0.10
C -0.147 2.487 1.402  -0.16
C -0.055 3.853 1.532  0.05
C 0.691 4.562 0.596  0.02
C 1.317 3.884 -0.446  0.05
C 1.156 2.522 -0.528  -0.16
N 0.449 1.869 0.388  0.02
C 1.733 1.688 -1.624  -0.49
O 2.456 2.181 -2.460  0.11
N 1.301 0.404 -1.583  0.00
C 1.819 -0.654 -2.374  -0.23
C 3.155 -1.043 -2.234  -0.21
C 4.100 -0.262 -1.359  -0.03
C 3.599 -2.159 -2.937  -0.04
C 2.746 -2.869 -3.764  -0.07
C 1.434 -2.451 -3.919  -0.04
C 0.955 -1.341 -3.235  -0.22
C -0.440 -0.827 -3.481  -0.03
H -4.864 0.542 2.432  0.09
H -3.461 1.207 1.575  0.06
H -3.562 1.365 3.311  0.09
H -4.863 -1.688 3.157  0.12
H -3.718 -3.814 3.633  0.11
H -1.247 -3.907 3.645  0.11
H 0.862 -2.859 3.424  0.09
H 0.837 -1.113 3.728  0.09
H 0.966 -1.697 2.086  0.03
H -0.565 4.324 2.363  0.14
H 0.785 5.638 0.679  0.13
H 1.921 4.377 -1.197  0.14
H 3.647 -0.021 -0.391  0.08
H 4.351 0.686 -1.838  0.08
H 5.022 -0.816 -1.187  0.08
H 4.632 -2.474 -2.828  0.12
H 3.109 -3.733 -4.307  0.11
H 0.777 -2.983 -4.599  0.11
H -0.940 -1.421 -4.246  0.08
H -0.402 0.211 -3.822  0.09
H -1.049 -0.844 -2.572  0.03
N -3.077 1.733 -1.060  0.19
C -3.374 0.448 -0.787  -0.46
N -4.650 0.093 -0.738  0.19
C -4.868 -1.203 -0.492  -0.42
N -6.136 -1.628 -0.458  0.19
N -3.906 -2.129 -0.275  0.20
C -2.688 -1.648 -0.323  -0.31
N -2.345 -0.397 -0.577  0.09
C -1.547 -2.610 -0.164  -0.17
C -1.788 -3.965 -0.079  0.02
C -0.715 -4.844 -0.070  0.00
C 0.574 -4.346 -0.158  -0.01
C 0.754 -2.979 -0.204  -0.10
N -0.282 -2.132 -0.192  -0.01
H -3.824 2.375 -1.263  0.12
H -2.125 1.991 -1.248  0.09
H -6.880 -0.982 -0.649  0.12
H -6.323 -2.604 -0.318  0.11
H -2.813 -4.304 -0.034  0.12
H -0.886 -5.912 -0.015  0.13
H 1.434 -5.001 -0.190  0.12
H 1.742 -2.536 -0.267  0.12